1.
C2H6O2 | ωB97M-V with the def2-TZVPD basis set

The geometry in ORCA input format:
```
! RIJCOSX wB97M-V def2-TZVPD def2/J DEFGRID3
* xyz 0 1
C -1.1767 -0.4392 1.2174
C -1.3014 1.0670 0.9173
O -2.2433 1.7821 1.1918
H -2.2160 -0.9002 0.8926
H -1.0506 -0.6348 2.2428
H -0.2124 -0.8843 0.7835
H -0.1210 1.4667 0.7478
O 3.0579 -0.2988 -2.6882
H 2.5709 -0.5993 -3.3963
H 2.6926 -0.5592 -1.9088
*
```

* E_HOMO: -10.0156 eV
* SMILES string: CC=O.O
* maximum force: 4.4 eV/Å
* gap between HOMO and LUMO: 0.3882 Eh
* LUMO energy: 0.0201 hartree

=====

2.
C6H7BrNO3P | ωB97M-V with the def2-TZVPD basis set

The geometry in ORCA input format:
```
! RIJCOSX wB97M-V def2-TZVPD def2/J DEFGRID3
* xyz 0 1
O 3.1102 -1.8019 0.8021
P 2.9994 -0.3991 0.2951
N 1.1819 -0.1349 0.0319
C 0.6387 1.0919 -0.2187
C -0.7629 1.1985 -0.3544
C -1.5478 0.0439 -0.2263
C -3.0604 0.1886 -0.3364
O -3.6291 0.5172 -1.3279
O -3.6986 -0.0687 0.8402
C -0.9388 -1.2052 -0.0006
C 0.4494 -1.2576 0.1263
H 3.7266 -0.1810 -0.8803
H 3.3584 0.4741 1.3283
H 1.3779 2.0381 -0.3202
H -1.2089 2.1693 -0.5477
H -4.5447 -0.4953 0.6497
H -1.5331 -2.1114 0.0886
H 0.9146 -2.2225 0.3213
Br 3.1672 2.1561 -0.2709
*
```

* E_HOMO: -8.9478 eV
* maximum force: 3.5 eV/Å
* gap between HOMO and LUMO: 0.2836 Eh
* LUMO energy: -0.0452 hartree

=====

3.
C4H12 | ωB97M-V with the def2-TZVPD basis set

The geometry in ORCA input format:
```
! RIJCOSX wB97M-V def2-TZVPD def2/J DEFGRID3
* xyz -1 2
C 1.9463 -1.6909 -0.5991
C 1.7386 -1.0191 0.7745
H 2.8618 -1.2907 -1.0656
H 2.1304 -2.7813 -0.6942
H 1.1324 -1.4708 -1.2955
H 1.8539 0.1484 0.7813
H 2.3671 -1.3375 1.6125
H 0.6152 -0.9139 1.1174
C -2.1032 1.7310 -0.6738
C -1.5809 0.9732 0.5227
H -3.3209 1.8806 -0.6473
H -1.6007 2.6252 -0.8296
H -1.9399 1.0741 -1.5926
H -2.1057 0.9713 1.4463
H -1.4765 -0.0939 0.2859
H -0.5218 1.2229 0.7363
*
```

* E_HOMO (spin up / spin down): 1.5150 / -7.2744 eV
* maximum force: 4.5 eV/Å
* gap between HOMO and LUMO (spin up / spin down): 0.1069 / 0.4331 Eh
* LUMO energy (spin up / spin down): 0.1626 / 0.1657 hartree

=====

4.
C4H8O2 | ωB97M-V with the def2-TZVPD basis set

The geometry in ORCA input format:
```
! RIJCOSX wB97M-V def2-TZVPD def2/J DEFGRID3
* xyz 0 1
C 0.4671 -1.1786 1.6496
C -0.3967 -0.2700 0.8004
O 0.4104 0.8164 0.3719
C 0.3500 1.2795 -0.9587
C -0.5208 0.4568 -1.9042
O -0.2040 -0.6420 -2.2946
H 1.3147 -1.5277 1.0506
H 0.8553 -0.6441 2.5210
H -0.1124 -2.0452 1.9841
H -1.2601 0.1167 1.3612
H -0.7834 -0.8495 -0.0401
H 1.3710 1.2544 -1.3634
H -0.0049 2.3199 -0.9650
H -1.4861 0.9133 -2.2128
*
```

* E_HOMO: -9.9880 eV
* SMILES string: CCOCC=O
* maximum force: 0.6 eV/Å
* gap between HOMO and LUMO: 0.3876 Eh
* LUMO energy: 0.0205 hartree

=====

5.
C4H4OPr | ωB97M-V with the def2-TZVPD basis set

The geometry in ORCA input format:
```
! RIJCOSX wB97M-V def2-TZVPD def2/J DEFGRID3
* xyz 2 4
O -1.4361 -1.0955 -0.7249
C -1.2705 -0.3069 0.2510
C -0.0896 0.5322 0.3018
C 1.3789 0.1302 0.3154
C 0.7743 0.6005 -0.9298
H -0.5199 1.0275 1.2761
H -2.1421 -0.0701 0.8870
H 1.6342 -0.9301 0.4465
H 2.0093 0.8016 0.9132
Pr -0.3385 -0.6894 -2.7363
*
```

* E_HOMO (spin up / spin down): -17.1406 / -18.9777 eV
* maximum force: 4.5 eV/Å
* gap between HOMO and LUMO (spin up / spin down): 0.2287 / 0.3155 Eh
* LUMO energy (spin up / spin down): -0.4012 / -0.3819 hartree

=====

6.
C31H42BrN6O5Ru | ωB97M-V with the def2-TZVPD basis set

The geometry in ORCA input format:
```
! RIJCOSX wB97M-V def2-TZVPD def2/J DEFGRID3
* xyz 0 2
Ru -0.5428 0.6835 -0.6056
N -0.8782 2.2072 1.3332
C -2.1214 1.8992 2.0290
C -3.1623 1.4298 0.9956
O -4.3037 1.2188 1.3643
O -2.6902 1.3198 -0.1869
H -0.0973 2.2980 1.9712
H -0.9712 3.0756 0.8111
H -2.5334 2.7478 2.5786
H -1.9657 1.0778 2.7286
C 3.3136 -2.2021 3.2403
C 3.5953 -1.6850 1.8206
C 2.6850 -2.3704 0.8050
C 3.6653 -0.1567 1.7755
C 4.8823 0.3375 2.2425
C 5.1906 1.6792 2.2263
C 4.2924 2.5586 1.6558
C 3.0715 2.1257 1.1608
C 2.1801 3.1680 0.5350
C 2.8464 3.7694 -0.7061
C 1.8103 4.2899 1.5124
C 2.7066 0.7607 1.2721
N 1.3845 0.3180 0.9608
C 0.7584 -0.2867 1.9178
C -0.4499 -0.9834 1.8060
C -1.0945 -1.6575 2.8523
C -2.1814 -2.2973 2.2905
C -2.1827 -1.9985 0.9104
N -1.1203 -1.2087 0.6169
C -3.2027 -2.5168 -0.0829
C -2.4967 -3.2951 -1.2005
C -4.2100 -3.4321 0.6134
C -3.9538 -1.3405 -0.7139
H 3.5290 -3.2707 3.2959
H 2.2675 -2.0584 3.5114
H 3.9368 -1.6882 3.9720
H 4.6121 -2.0028 1.5724
H 1.6670 -2.4759 1.1750
H 3.0657 -3.3723 0.5970
H 2.6608 -1.8102 -0.1259
H 5.6101 -0.3682 2.6263
H 6.1273 2.0354 2.6344
H 4.5416 3.6105 1.5998
H 1.2754 2.6799 0.2005
H 3.7673 4.2955 -0.4471
H 2.1574 4.4739 -1.1701
H 3.0698 2.9901 -1.4338
H 2.6670 4.9377 1.7038
H 1.4664 3.8985 2.4735
H 1.0219 4.9036 1.0729
H 1.1962 -0.2855 2.9183
H -0.7840 -1.6611 3.8859
H -2.8931 -2.9179 2.8061
H -1.8840 -4.1013 -0.7895
H -1.8743 -2.6234 -1.7848
H -3.2410 -3.7279 -1.8713
H -3.7191 -4.3131 1.0319
H -4.9543 -3.7651 -0.1103
H -4.7275 -2.8997 1.4115
H -3.2455 -0.6519 -1.1611
H -4.5226 -0.7867 0.0321
H -4.6374 -1.7045 -1.4841
Br -2.6250 -0.9427 -3.9929
C -2.8405 0.8297 -3.3721
C -4.0143 1.5059 -3.6572
C -4.0865 2.8441 -3.3025
C -2.9741 3.4582 -2.7516
C -1.8722 2.6728 -2.4706
N -1.8163 1.3686 -2.7405
C -0.6148 3.2416 -1.8179
O -0.6028 4.4187 -1.4903
O 0.3239 2.3760 -1.6981
H -4.8349 0.9973 -4.1398
H -4.9974 3.4034 -3.4690
H -2.9390 4.5097 -2.5082
C 1.8797 -3.5187 -3.7566
N 1.3558 -2.1874 -3.5472
C 0.7901 -1.7415 -2.4067
N 0.6690 -2.6039 -1.3821
O 0.4287 -0.5495 -2.3372
H 2.3121 -3.5716 -4.7511
H 1.0909 -4.2727 -3.6865
H 2.6580 -3.7543 -3.0266
H 1.4324 -1.4991 -4.2752
H 0.7537 -3.5957 -1.5094
H 0.1424 -2.2630 -0.5838
*
```

* E_HOMO (spin up / spin down): -7.8148 / -7.8320 eV
* maximum force: 1.8 eV/Å
* gap between HOMO and LUMO (spin up / spin down): 0.2196 / 0.2401 Eh
* LUMO energy (spin up / spin down): -0.0676 / -0.0477 hartree

=====

7.
CH14Na6O10 | ωB97M-V with the def2-TZVPD basis set

The geometry in ORCA input format:
```
! RIJCOSX wB97M-V def2-TZVPD def2/J DEFGRID3
* xyz 4 1
Na -3.6296 -1.3975 -1.6935
Na -1.3814 -3.1416 1.3730
Na -3.0993 1.7055 0.1211
Na 1.1584 -1.9458 3.0314
Na -1.2936 0.8419 3.2246
Na -4.2484 -1.2101 1.8402
C -0.7795 -0.2412 0.6136
O -0.4877 0.9437 0.3324
O 0.0704 -1.1716 0.8807
O -2.0607 -0.5696 0.6776
O 3.3764 -1.3538 1.7057
H 4.1939 -1.8697 1.7667
H 3.1184 -1.4438 0.7735
O 1.9574 1.5764 1.6485
H 1.0745 1.5026 1.2643
H 1.9912 0.9446 2.3733
O -2.2014 1.6557 -2.2959
H -1.9866 2.5519 -2.6038
H -1.3249 1.2542 -2.1635
O 2.1878 -2.2517 -0.9028
H 1.5022 -1.9138 -0.3148
H 2.1353 -3.2159 -0.8830
O 1.1416 1.2654 -2.0195
H 1.5760 0.4644 -2.3395
H 0.8595 1.0930 -1.1153
O -1.2554 -1.8395 -2.2318
H -0.7603 -2.6669 -2.3278
H -0.8396 -1.3827 -1.4941
O -0.0596 4.1713 0.1147
H -0.9649 4.4111 0.3392
H 0.0297 3.2334 0.3048
*
```

* E_HOMO: -20.7750 eV
* maximum force: 3.1 eV/Å
* gap between HOMO and LUMO: 0.1890 Eh
* LUMO energy: -0.5745 hartree

=====

8.
C23H32N2O6 | ωB97M-V with the def2-TZVPD basis set

The geometry in ORCA input format:
```
! RIJCOSX wB97M-V def2-TZVPD def2/J DEFGRID3
* xyz 0 1
C -4.0340 -1.1379 2.1512
C -3.5755 -0.1619 3.2231
O -2.3894 -0.6158 3.8859
C -2.5513 -1.4917 4.8768
O -3.6231 -1.8883 5.2534
C -1.2453 -1.9178 5.5416
C 0.0314 -1.4333 4.8440
C 0.5044 -2.4728 3.8127
N -0.6188 -3.1927 3.2731
C -1.0627 -3.1547 1.9966
O -1.9895 -3.8515 1.6186
C -0.3563 -2.2371 1.0496
C -0.3427 -0.8599 1.2208
C 0.2394 -0.0290 0.2782
C 0.8283 -0.5712 -0.8597
O 1.4516 0.1266 -1.8449
C 1.4626 1.5461 -1.8284
C 0.1074 2.1241 -2.2594
C -0.1823 1.7634 -3.7164
N 0.8918 2.2351 -4.5661
C 0.6840 3.3075 -5.3534
O -0.4178 3.8002 -5.5095
C 1.8882 3.8639 -6.1161
O 2.9183 4.2382 -5.2273
C 3.9742 4.9051 -5.8701
C 2.1588 1.6262 -4.2414
C 2.5545 1.9856 -2.8082
C 0.8062 -1.9573 -1.0364
C 0.2119 -2.7754 -0.1020
C -1.2991 -4.0504 4.2271
C -1.2440 -3.4486 5.6338
H -4.9164 -0.7414 1.6572
H -4.2827 -2.0965 2.5988
H -3.2532 -1.2968 1.4118
H -3.3033 0.8036 2.7903
H -4.3615 -0.0260 3.9730
H -1.2927 -1.5017 6.5542
H -0.1561 -0.4756 4.3614
H 0.8183 -1.2862 5.5852
H 1.1675 -3.1992 4.2985
H 1.0607 -1.9953 3.0061
H -0.8096 -0.4234 2.0900
H 0.2239 1.0364 0.4478
H 1.7231 1.9031 -0.8210
H -0.6907 1.7317 -1.6280
H 0.1383 3.2092 -2.1522
H -1.1087 2.2312 -4.0521
H -0.2617 0.6767 -3.8199
H 1.5301 4.7366 -6.6793
H 2.2490 3.1133 -6.8398
H 4.7036 5.1468 -5.0996
H 4.4428 4.2684 -6.6314
H 3.6284 5.8283 -6.3498
H 2.9328 1.9546 -4.9291
H 2.0434 0.5397 -4.3186
H 3.4905 1.4889 -2.5518
H 2.6928 3.0646 -2.7376
H 1.2596 -2.3663 -1.9255
H 0.1813 -3.8434 -0.2552
H -0.8436 -5.0491 4.2210
H -2.3323 -4.1536 3.8862
H -2.1113 -3.7833 6.2020
H -0.3437 -3.7700 6.1599
*
```

* E_HOMO: -8.6471 eV
* SMILES string: CCOC(=O)C1CCN(C(=O)c2ccc(OC3CCN(C(=O)COC)CC3)cc2)CC1
* maximum force: 0.7 eV/Å
* gap between HOMO and LUMO: 0.3399 Eh
* LUMO energy: 0.0222 hartree

=====

| no. | total energy (eV) |
| --- | --- |
| 1 | -6264.6742 |
| 2 | -93298.2645 |
| 3 | -4339.9461 |
| 4 | -8371.2653 |
| 5 | -20305.9464 |
| 6 | -124631.9961 |
| 7 | -48201.6516 |
| 8 | -39636.4650 |